[1]
# CH2BrN3

A molecular structure, CH2BrN3 at a distorted geometry (ωB97M-V/def2-TZVPD, the OMol25 dataset).

Positions of all 7 atoms, in Å:
C1 0.60867 0.17135 0.06948
N1 -0.01583 1.29785 0.09951
N2 -0.42606 -0.68434 -0.05275
N3 -1.19089 0.52810 -0.14752
Br1 3.50326 -0.43364 0.02541
H1 -0.59984 -1.51405 -0.60011
H2 -1.87931 0.63472 0.60599

Values from the calculation:
Molecular weight ... 135.952 g mol⁻¹
E_HOMO (spin up / spin down) ... -9.324 / -9.594 eV
E_LUMO (spin up / spin down) ... 1.1 / -3.8 eV
2S+1 ... 3


[2]
# CH2BrNO3

2 unconnected molecules or ions with the total composition CH2BrNO3 at a distorted geometry (ωB97M-V/def2-TZVPD, the OMol25 dataset).

Positions of all 8 atoms, in Å:
O1 -1.09425 -1.75075 0.36587
C1 -1.06070 -0.76171 -0.28021
N1 -0.98304 0.62444 0.36924
O2 -1.89575 0.86992 1.10619
O3 -0.06830 1.32294 -0.00210
H1 -1.15789 -0.76766 -1.37096
Br1 2.49700 0.01948 0.08369
H2 3.76294 0.44334 -0.27172

Values from the calculation:
Molecular weight ... 155.935 g mol⁻¹
E_HOMO ... -10.830 eV
E_LUMO ... -0.7 eV
2S+1 ... 1
Structure (SMILES) ... O=C[N+](=O)[O-].Br


[3]
# CH2BrP

2 unconnected molecules or ions with the total composition CH2BrP at a distorted geometry (ωB97M-V/def2-TZVPD, the OMol25 dataset).

Positions of all 5 atoms, in Å:
C1 1.40867 -1.27872 -0.07477
P1 1.48914 0.17797 0.41247
H1 1.28243 -2.16699 -0.57929
Br1 -1.54766 -2.47379 -1.44938
H2 -1.50068 -3.57322 -0.64741

Values from the calculation:
Molecular weight ... 124.905 g mol⁻¹
E_HOMO ... -10.038 eV
E_LUMO ... 0.6 eV
2S+1 ... 1
Structure (SMILES) ... C#P.Br


[4]
# CH2Cl2

A single CH2Cl2 molecule (ωB97M-V/def2-TZVPD, the OMol25 dataset).

Positions of all 5 atoms, in Å:
Cl1 -20.03838 20.61970 11.75143
C1 -18.79470 19.63718 12.58012
Cl2 -18.01938 20.51716 13.89138
H1 -19.26503 18.74396 12.96661
H2 -18.06942 19.42405 11.80572

Values from the calculation:
Molecular weight ... 84.933 g mol⁻¹
E_HOMO ... -11.086 eV
E_LUMO ... 1.0 eV
2S+1 ... 1
Structure (SMILES) ... ClCCl


[5]
# CH2Cl2

A single CH2Cl2 molecule (ωB97M-V/def2-TZVPD, the OMol25 dataset).

Positions of all 5 atoms, in Å:
Cl1 -0.89901 -0.33174 1.43490
C1 0.10812 0.08186 -0.02156
Cl2 -0.21435 -0.82146 -1.49554
H1 -0.15915 1.13367 -0.12340
H2 1.16439 -0.06234 0.20560

Values from the calculation:
Molecular weight ... 84.933 g mol⁻¹
E_HOMO ... -11.041 eV
E_LUMO ... 0.9 eV
2S+1 ... 1
Structure (SMILES) ... ClCCl


[6]
# CH2Cl2FNS

2 unconnected molecules or ions with the total composition CH2Cl2FNS at a distorted geometry (ωB97M-V/def2-TZVPD, the OMol25 dataset).

Positions of all 8 atoms, in Å:
F1 1.90575 -1.10666 0.05581
C1 0.62754 -1.19232 -0.26889
Cl1 0.23689 -2.69995 -1.09852
Cl2 -0.24387 -0.98033 1.27102
H1 0.42433 -0.24258 -0.77684
N1 -0.79887 2.17062 -0.07364
S1 -0.82305 2.69961 1.38552
H2 -1.32873 1.35161 -0.49446

Values from the calculation:
Molecular weight ... 150.005 g mol⁻¹
E_HOMO (spin up / spin down) ... -8.696 / -8.692 eV
E_LUMO (spin up / spin down) ... -1.3 / -1.3 eV
2S+1 ... 1
Structure (SMILES) ... FC(Cl)Cl.N=S


[7]
# CH2Cl2FP

2 unconnected molecules or ions with the total composition CH2Cl2FP at a distorted geometry (ωB97M-V/def2-TZVPD, the OMol25 dataset).

Positions of all 7 atoms, in Å:
C1 0.31024 -0.80679 0.71826
F1 -0.47528 0.14198 1.24196
P1 3.24303 0.18584 -0.65744
Cl1 4.14208 1.39027 0.64181
Cl2 4.00901 -1.65172 -0.25682
H1 0.65943 -1.25544 1.53672
H2 -0.10782 -1.15159 -0.13649

Values from the calculation:
Molecular weight ... 134.905 g mol⁻¹
E_HOMO (spin up / spin down) ... -8.297 / -8.890 eV
E_LUMO (spin up / spin down) ... 0.2 / -1.1 eV
2S+1 ... 1


[8]
# CH2Cl2FPS

A single CH2Cl2FPS molecule at a distorted geometry (ωB97M-V/def2-TZVPD, the OMol25 dataset).

Positions of all 8 atoms, in Å:
F1 -0.76920 0.84977 -1.46762
C1 -0.01313 0.93421 -0.29589
P1 0.22383 -0.72088 0.41952
S1 1.58332 -1.03147 1.79332
Cl1 0.33310 -1.96096 -1.26408
Cl2 -1.63078 -1.02422 1.03108
H1 1.00498 1.37830 -0.47548
H2 -0.73213 1.57525 0.25915

Values from the calculation:
Molecular weight ... 166.972 g mol⁻¹
E_HOMO ... -9.817 eV
E_LUMO ... 0.0 eV
2S+1 ... 1
Structure (SMILES) ... FCP(=S)(Cl)Cl


[9]
# CH2Cl2NO2P

A single CH2Cl2NO2P molecule at a distorted geometry (ωB97M-V/def2-TZVPD, the OMol25 dataset).

Positions of all 9 atoms, in Å:
H1 2.34494 0.11841 1.55686
N1 2.06364 0.69053 0.71763
C1 0.80658 0.44763 0.62909
O1 0.05064 0.78121 -0.39304
P1 -1.20660 -0.06485 -0.90872
O2 -2.42129 0.72542 -1.23183
Cl1 -1.55864 -1.27664 0.67929
Cl2 -0.44160 -1.16054 -2.33623
H2 0.36233 -0.26116 1.28696

Values from the calculation:
Molecular weight ... 161.912 g mol⁻¹
E_HOMO ... -11.169 eV
E_LUMO ... 0.1 eV
2S+1 ... 1
Structure (SMILES) ... [H]/N=C/OP(=O)(Cl)Cl


[10]
# CH2Cl2O3

A single CH2Cl2O3 molecule at a distorted geometry (ωB97M-V/def2-TZVPD, the OMol25 dataset).

Positions of all 8 atoms, in Å:
O1 0.76339 -0.43576 1.03058
C1 0.24708 0.27200 0.00617
O2 0.53520 -0.32244 -1.21319
Cl1 0.74180 1.98910 -0.14093
O3 -1.09532 0.50197 -0.02466
Cl2 -1.92052 -1.01310 -0.22903
H1 0.80184 0.02226 1.92931
H2 -0.07347 -1.01403 -1.35824

Values from the calculation:
Molecular weight ... 132.930 g mol⁻¹
E_HOMO ... -11.232 eV
E_LUMO ... -0.7 eV
2S+1 ... 1
Structure (SMILES) ... OC(O)(Cl)OCl


[11]
# CH2Cl3N3

A single CH2Cl3N3 molecule at a distorted geometry (ωB97M-V/def2-TZVPD, the OMol25 dataset).

Positions of all 9 atoms, in Å:
N1 -0.31423 -0.20648 -1.29648
C1 -0.18314 -0.40316 0.04847
N2 -0.44554 -1.48071 0.67268
Cl1 -0.23588 -1.36163 2.33936
N3 0.29205 0.70653 0.81233
Cl2 -0.72178 2.06403 0.88407
Cl3 1.90645 1.10195 0.14809
H1 -0.44242 -0.98047 -1.96719
H2 0.14448 0.55994 -1.64132

Values from the calculation:
Molecular weight ... 162.407 g mol⁻¹
E_HOMO ... -9.503 eV
E_LUMO ... -0.4 eV
2S+1 ... 1
Structure (SMILES) ... N/C(=N/Cl)N(Cl)Cl


[12]
# CH2Cl3O5PS

A molecular structure, CH2Cl3O5PS at a distorted geometry (ωB97M-V/def2-TZVPD, the OMol25 dataset).

Positions of all 13 atoms, in Å:
C1 -0.08478 1.22219 -0.45083
O1 2.09033 -0.90381 -0.89982
O2 -0.88070 -0.72541 -2.11631
O3 0.56667 1.13246 -2.87863
O4 2.72318 1.64147 -1.25660
O5 2.23304 0.74966 1.14225
P1 1.94253 0.46769 -0.45832
S1 -0.39561 0.58803 -2.02402
Cl1 3.92950 1.08585 -2.24762
Cl2 3.66605 0.05420 1.64910
Cl3 -2.07324 1.69263 -2.32921
H1 -0.53212 0.60683 0.26685
H2 -0.26559 2.19180 -0.26492

Values from the calculation:
Molecular weight ... 263.422 g mol⁻¹
E_HOMO ... -11.314 eV
E_LUMO ... -1.1 eV
2S+1 ... 1


no.,calculated total energy (eV)
1,-75575.2313
2,-78740.5477
3,-80398.4877
4,-26114.2216
5,-26114.1371
6,-41154.5932
7,-38118.3329
8,-48957.1407
9,-40990.0038
10,-32254.5345
11,-43103.6060
12,-68994.8865